Entry from the OMol25 dataset: a molecular structure, C4H11NO9P2Sn in a non-equilibrium geometry (the ωB97M-V functional and the def2-TZVPD basis).

Cartesian coordinates (Å):
N: 0.1738 1.0370 -0.2960
C: 0.5070 -1.8602 -2.3949
P: -3.4637 -0.3621 -0.7668
O: 0.8040 -1.7254 -1.0238
O: -4.5791 0.2749 -1.6243
O: -2.2180 0.5461 -1.0136
H: 2.1443 2.6138 -0.4967
C: 2.4676 1.6178 -0.1877
O: -2.0169 0.3069 3.9629
H: 1.4066 0.8203 -1.9087
H: 2.7519 -1.0633 -1.0683
H: 0.0217 0.7523 0.6748
H: 1.2801 -2.4787 -2.8714
O: -0.2069 -1.3994 4.1610
H: 3.4266 1.6162 -0.7352
H: 2.6184 1.5060 0.8838
O: -0.1793 0.3726 2.2719
Sn: -2.4024 2.0897 1.4191
O: -3.1559 -1.8051 -1.2586
C: 1.7801 -0.8229 -0.6003
H: 1.9382 -0.8635 0.4807
H: -0.6298 0.7045 -0.8390
C: 1.4534 0.6496 -0.8242
H: -0.4771 -2.3331 -2.4102
O: -3.6013 -0.3962 0.7905
O: 0.2939 1.0269 4.7857
P: -0.4814 0.0989 3.8249
H: 0.3441 -0.9236 -2.9355

As for the total charge: -4. The value obtained for the lowest unoccupied orbital energy is 0.3347 hartree.



Entry from the OMol25 dataset: 2 unconnected molecules or ions with the total composition C4H11NOP in a non-equilibrium geometry (the ωB97M-V functional and the def2-TZVPD basis).

Cartesian coordinates (Å):
C: -0.4629 0.3522 -1.0737
H: -0.8676 0.4319 1.7688
H: 0.7671 1.6456 0.2370
H: -0.7479 -1.8006 0.3137
C: -0.2105 1.5040 -0.0106
H: -2.4402 0.2296 -0.8091
H: 3.2889 -1.8474 0.6606
O: -2.8012 -2.0862 0.0992
H: -0.7525 0.5106 -2.0915
H: 4.2151 -0.8053 -0.8045
H: -2.1716 1.4263 1.0355
N: -1.6333 -0.0772 -0.2556
P: 3.1394 -0.5994 0.2120
H: 4.0136 -0.1686 1.0630
H: 0.3834 -0.3668 -0.8307
C: -1.3024 0.8636 0.8578
C: -1.7772 -1.5364 0.0964
H: -0.6402 2.3241 -0.4683

As for the total charge: +1. The value obtained for the lowest unoccupied orbital energy is -0.1500 hartree. The calculation puts the energy relative to the best compared isomer or geometry (same formula, charge and spin) at 253.4 kJ/mol.



- Among the records above, which one has the highest lowest unoccupied orbital energy?
  C4H11NO9P2Sn